{
  "formula": "C6H29NO9",
  "method": "wB97M-V/def2-TZVPD",
  "orbital_gap_ev": 8.84,
  "de_lowest_kj_mol": 673.0,
  "smiles": "C=C/C=C/CNC.O.O.O.O.O.O.O.O.O",
  "lumo_ev": 0.05,
  "elements": ["C", "C", "C", "C", "C", "N", "C", "H", "H", "H", "H", "H", "H", "H", "H", "H", "H", "H", "O", "H", "H", "O", "H", "H", "O", "H", "H", "O", "H", "H", "O", "H", "H", "O", "H", "H", "O", "H", "H", "O", "H", "H", "O", "H", "H"],
  "xyz": [[-0.01, -0.96, 3.22], [0.91, -1.76, 2.62], [1.42, -1.43, 1.31], [1.02, -0.50, 0.45], [1.82, -0.20, -0.71], [0.90, -0.03, -1.94], [1.62, -0.36, -3.21], [-0.48, -0.07, 2.82], [-0.55, -1.32, 4.03], [1.20, -2.67, 3.14], [2.25, -2.11, 0.91], [0.21, 0.30, 0.66], [2.42, 0.79, -0.65], [2.54, -1.02, -0.89], [0.11, -0.52, -1.82], [2.46, 0.29, -3.31], [0.93, -0.33, -4.07], [1.87, -1.40, -3.32], [-1.73, 3.08, -0.02], [-0.92, 3.68, -0.18], [-2.18, 2.89, -0.76], [-3.21, -3.03, 0.47], [-2.58, -2.34, 0.78], [-2.58, -3.47, -0.10], [-2.00, 0.63, -3.69], [-1.08, 0.56, -4.05], [-2.15, 1.55, -3.55], [-1.55, 1.11, 1.46], [-2.26, 0.55, 1.86], [-1.72, 1.86, 0.95], [0.63, 4.40, -0.09], [0.97, 3.53, -0.46], [0.84, 4.21, 0.89], [-0.34, 3.38, 2.34], [0.24, 2.60, 2.27], [-1.25, 3.27, 2.37], [0.77, -3.73, -0.88], [0.84, -2.86, -1.04], [0.00, -3.95, -1.31], [-1.46, -2.49, -1.87], [-1.81, -2.01, -2.59], [-1.83, -3.31, -1.81], [2.14, 1.41, 3.16], [2.41, 0.35, 3.06], [1.20, 1.42, 3.55]]
}